{"formula": "C36H32O22", "method": "ωB97M-V with the def2-TZVPD basis set", "spin_multiplicity": 1, "e_above_lowest_kj_mol": 0.0, "homo_lumo_gap_ev": 7.739, "lumo_ev": -1.882, "elements": ["O", "C", "C", "C", "O", "C", "O", "C", "C", "O", "H", "H", "H", "H", "O", "C", "C", "C", "O", "C", "O", "C", "C", "O", "H", "H", "H", "H", "O", "C", "C", "C", "O", "C", "O", "C", "C", "O", "H", "H", "H", "H", "O", "C", "C", "C", "O", "C", "O", "C", "C", "O", "H", "H", "H", "H", "O", "C", "C", "C", "O", "C", "O", "C", "C", "O", "H", "H", "H", "H", "C", "C", "C", "C", "C", "O", "C", "O", "H", "H", "H", "H", "H", "H", "H", "H", "H", "H", "H", "H"], "xyz": [[-3.967455, 0.720361, -1.829766], [-3.674800, 1.340661, -0.825252], [-2.790043, 2.492404, -0.831561], [-2.501156, 3.102018, 0.324681], [-1.700190, 4.156471, 0.413479], [-3.053051, 2.623843, 1.638446], [-2.712945, 3.217780, 2.643372], [-3.961500, 1.490303, 1.636034], [-4.260305, 0.886282, 0.481795], [-5.070925, -0.162661, 0.396438], [-2.394423, 2.819743, -1.783546], [-1.665097, 4.389886, 1.360650], [-4.363448, 1.163666, 2.584523], [-5.105152, -0.405914, -0.546207], [-1.145089, 0.506203, 1.567257], [-0.416303, -0.392162, 1.180592], [-0.503332, -1.759685, 1.641433], [0.348720, -2.681865, 1.164042], [0.299831, -3.947209, 1.531575], [1.417675, -2.320910, 0.159930], [2.191185, -3.187604, -0.200533], [1.482802, -0.953544, -0.324007], [0.622721, -0.045735, 0.150781], [0.619173, 1.223508, -0.245274], [-1.271010, -2.000958, 2.362896], [0.959452, -4.446930, 1.011776], [2.235668, -0.708291, -1.060050], [-0.102612, 1.664605, 0.241909], [2.988341, 1.451944, -2.111461], [4.052722, 2.018451, -1.953379], [5.133252, 2.032732, -2.920567], [6.269062, 2.679012, -2.624808], [7.304760, 2.743133, -3.446289], [6.464295, 3.393745, -1.312840], [7.535130, 3.938339, -1.127027], [5.372409, 3.395257, -0.355250], [4.235423, 2.752386, -0.652614], [3.187658, 2.703834, 0.157339], [4.984047, 1.514386, -3.857019], [7.986920, 3.263889, -2.981785], [5.516730, 3.923562, 0.576272], [2.497337, 2.180152, -0.301423], [-1.148737, -1.058493, -8.320564], [-1.639051, -0.442702, -7.392723], [-2.393505, -1.056254, -6.315855], [-2.903057, -0.285208, -5.344484], [-3.587188, -0.758452, -4.316360], [-2.726257, 1.209313, -5.339392], [-3.254193, 1.813827, -4.428488], [-1.948113, 1.821921, -6.402291], [-1.435160, 1.049457, -7.368421], [-0.717054, 1.522859, -8.376473], [-2.515521, -2.129829, -6.331577], [-3.810812, 0.008555, -3.745976], [-1.812723, 2.893873, -6.379576], [-0.480941, 0.750622, -8.924168], [2.487738, -9.228747, -4.090908], [2.220943, -8.460776, -3.186183], [2.996040, -7.280381, -2.860736], [2.625186, -6.500431, -1.833433], [3.284121, -5.410835, -1.486784], [1.418572, -6.827157, -0.988660], [1.160304, -6.095968, -0.048585], [0.631005, -7.996270, -1.326592], [1.000627, -8.766274, -2.358820], [0.339172, -9.849145, -2.731902], [3.861170, -7.061541, -3.469887], [2.797572, -4.986579, -0.750229], [-0.238758, -8.211864, -0.722615], [0.826559, -10.213143, -3.495459], [-3.152432, 4.145592, 5.557781], [-2.593819, 3.028951, 6.435349], [-1.507949, 2.209414, 5.721563], [-1.479806, 0.771542, 6.221401], [-0.140777, 2.885587, 5.819563], [0.617276, 2.423480, 6.945268], [0.557749, 3.178748, 8.053954], [0.472270, 4.384761, 8.088332], [-3.612219, 4.915128, 6.173183], [-2.367960, 4.608180, 4.966740], [-3.916630, 3.777015, 4.884691], [-2.210406, 3.459506, 7.359905], [-3.386787, 2.344295, 6.730613], [-1.749875, 2.211559, 4.660906], [-1.263610, 0.734690, 7.284709], [-2.451775, 0.324363, 6.037933], [-0.705538, 0.190470, 5.726344], [0.439623, 2.632698, 4.936312], [-0.242317, 3.965870, 5.827627], [0.610561, 2.582683, 8.970400]], "forces_ev_per_angstrom": [[-0.283, -0.441, 0.109], [0.361, 0.468, -0.085], [-0.017, -0.105, -0.183], [0.073, 0.070, -0.200], [0.043, -0.046, 0.046], [-0.361, -0.409, 0.153], [0.144, 0.163, -0.164], [-0.035, 0.212, 0.127], [-0.105, -0.061, 0.186], [0.027, 0.010, -0.058], [-0.017, 0.011, -0.005], [0.001, 0.020, 0.094], [0.010, -0.035, -0.006], [-0.009, -0.040, -0.085], [0.116, 0.188, -0.048], [-0.108, -0.343, 0.183], [-0.068, 0.221, 0.048], [-0.230, -0.102, 0.099], [0.154, 0.180, -0.073], [0.090, 0.333, -0.072], [-0.050, -0.127, 0.079], [0.120, -0.104, -0.057], [0.194, -0.073, -0.198], [-0.076, 0.124, 0.121], [0.014, -0.039, 0.005], [-0.037, -0.234, -0.027], [-0.024, 0.028, -0.019], [-0.059, 0.022, 0.046], [-0.115, -0.159, -0.106], [0.249, 0.017, -0.234], [-0.206, -0.101, -0.018], [-0.080, -0.127, -0.187], [0.034, 0.019, 0.019], [-0.306, 0.060, 0.386], [0.170, 0.015, -0.150], [0.213, 0.085, 0.000], [0.007, 0.161, 0.271], [0.060, -0.048, -0.109], [0.031, 0.002, -0.009], [0.066, 0.051, 0.056], [-0.017, -0.008, 0.012], [-0.096, -0.012, 0.017], [0.129, 0.090, -0.162], [-0.239, -0.309, 0.319], [0.103, -0.073, -0.207], [-0.016, -0.325, 0.048], [0.015, 0.113, -0.073], [0.187, 0.164, -0.277], [-0.005, 0.263, 0.041], [-0.103, 0.096, 0.185], [0.000, 0.236, 0.041], [0.007, -0.025, -0.022], [-0.017, -0.002, 0.017], [0.007, 0.005, 0.125], [0.012, 0.003, -0.029], [0.014, -0.089, -0.052], [-0.127, -0.157, -0.046], [0.336, 0.337, -0.002], [-0.009, -0.158, -0.127], [0.176, 0.015, -0.139], [-0.150, -0.089, 0.132], [-0.219, -0.384, -0.071], [0.074, 0.130, 0.046], [-0.033, 0.180, 0.171], [-0.197, -0.047, 0.146], [0.026, -0.002, -0.023], [0.014, 0.031, 0.022], [0.108, 0.179, -0.073], [-0.004, -0.021, -0.008], [0.058, -0.036, -0.075], [-0.128, 0.044, 0.480], [0.038, -0.115, -0.146], [0.020, 0.182, 0.429], [0.142, 0.213, -0.163], [0.053, -0.043, -0.938], [-0.497, 0.029, 0.671], [0.147, 1.253, 0.014], [-0.164, -0.988, -0.166], [-0.035, 0.143, 0.036], [0.080, 0.114, -0.105], [-0.002, -0.106, -0.241], [0.179, -0.049, 0.131], [-0.225, 0.024, 0.052], [-0.082, -0.076, -0.168], [-0.091, -0.021, 0.194], [-0.071, -0.229, 0.014], [0.031, -0.137, -0.134], [0.253, -0.122, 0.035], [0.074, 0.171, 0.219], [0.254, -0.262, -0.090]]}